{
  "formula": "C3H7NO2",
  "method": "wB97M-V/def2-TZVPD",
  "symbols": ["O", "O", "N", "C", "C", "C", "H", "H", "H", "H", "H", "H", "H"],
  "xyz": [[-1.9895, 0.2755, -1.4927], [1.9860, -0.5790, 1.2211], [-0.1791, -0.1455, 0.8482], [0.8582, -0.7598, 1.5937], [-0.4569, 0.4179, -1.4659], [0.1708, 0.7332, -0.2147], [1.1308, 0.6021, -0.2778], [-0.2606, 1.6495, 0.0055], [-0.1794, 1.0827, -2.4078], [-2.2060, -0.1686, -2.2200], [0.6117, -1.3667, 2.5492], [-0.0391, -0.6233, -1.8075], [-1.2072, -0.0767, 0.9154]],
  "forces_ev_per_angstrom": [[3.92, 3.60, 5.80], [0.85, -0.44, 0.35], [-1.09, -1.15, 1.21], [-2.08, 0.59, -0.08], [-1.42, -3.43, -6.39], [-4.61, 0.01, 1.07], [5.68, 0.61, -0.87], [0.31, 2.59, 0.99], [-0.41, -0.75, 2.38], [-1.14, -2.88, -4.69], [-0.13, 0.90, -1.57], [-0.88, 1.53, 0.57], [1.00, -1.19, 1.24]],
  "orbital_gap_ha": 0.3900,
  "de_lowest_kcal_mol": 67.8,
  "total_charge": 0,
  "e_lumo_ev": 0.9,
  "smiles": "O=CNCCO",
  "homo_ha": -0.3569
}

***

{
  "formula": "C2H4BrFO",
  "method": "wB97M-V/def2-TZVPD",
  "symbols": ["Br", "F", "O", "C", "C", "H", "H", "H", "H"],
  "xyz": [[-2.7907, 0.2385, 1.1466], [-1.3377, -1.9394, 0.4368], [-0.5529, -0.9929, 2.3052], [0.2186, 0.6395, -0.9655], [-1.1199, -0.7981, 1.1387], [0.0002, -0.0971, -1.7061], [1.1594, 0.6032, -0.4544], [-0.8649, -1.8017, 2.7494], [-0.4213, 1.4802, -0.8157]],
  "forces_ev_per_angstrom": [[0.11, -0.18, 0.22], [0.03, 0.09, 0.63], [0.30, -0.02, 0.40], [-0.84, -1.37, 2.38], [0.39, 1.15, -2.86], [-0.11, -0.20, -0.37], [0.37, 0.15, -0.10], [-0.04, 0.00, -0.19], [-0.21, 0.37, -0.11]],
  "orbital_gap_ha": [0.2404, 0.2405],
  "de_lowest_kcal_mol": 108.4,
  "total_charge": 0,
  "e_lumo_ev": [-1.3, -1.3],
  "homo_ha": [-0.2882, -0.2881]
}

***

{
  "formula": "C2H5NO",
  "method": "wB97M-V/def2-TZVPD",
  "symbols": ["O", "N", "C", "C", "H", "H", "H", "H", "H"],
  "xyz": [[-1.0297, -1.5692, -0.2667], [-0.7877, -0.4263, 0.2170], [0.4466, -0.1204, 0.8573], [-1.6268, 0.5478, 0.1410], [0.9412, -0.9988, 1.3995], [0.3394, 0.6502, 1.5718], [-1.2849, 1.5029, 0.6207], [1.2426, -0.0125, 0.1657], [-2.4181, 0.6026, -0.4758]],
  "forces_ev_per_angstrom": [[0.83, -0.18, 0.02], [-1.94, -0.39, -0.67], [2.53, -2.96, 1.80], [3.08, 2.65, 2.45], [-1.61, 0.65, -0.38], [0.01, 0.98, 0.34], [-0.53, -1.10, -0.56], [0.35, 1.02, -1.19], [-2.71, -0.66, -1.82]],
  "orbital_gap_ha": [0.3601, 0.3600],
  "de_lowest_kcal_mol": 85.2,
  "total_charge": 0,
  "e_lumo_ev": [0.9, 0.9],
  "smiles": "C=[N+](C)[O-]",
  "homo_ha": [-0.3262, -0.3262]
}

***

{
  "formula": "C30H25BeGeN3",
  "method": "wB97M-V/def2-TZVPD",
  "symbols": ["Ge", "N", "N", "N", "C", "C", "C", "C", "C", "C", "C", "C", "C", "C", "C", "C", "C", "C", "C", "C", "C", "C", "C", "C", "C", "C", "C", "C", "C", "C", "C", "C", "C", "C", "Be", "H", "H", "H", "H", "H", "H", "H", "H", "H", "H", "H", "H", "H", "H", "H", "H", "H", "H", "H", "H", "H", "H", "H", "H", "H"],
  "xyz": [[-1.4978, 0.5246, -1.8949], [0.2624, 1.6332, 1.1535], [0.3475, 2.9107, -0.8315], [1.0797, 0.6542, 0.7531], [-2.6934, 0.1420, 2.7071], [1.1712, -0.3731, 1.7312], [1.5056, -2.6793, 2.2910], [1.6975, 0.6064, -0.4170], [5.1666, -0.6461, 0.2924], [0.2635, 4.1178, -1.3986], [-2.2087, -1.1321, -2.7049], [-0.4171, 3.8692, 1.2275], [2.9669, -0.0789, -0.5388], [0.0801, 2.7587, 0.4924], [-1.6902, -2.3665, -2.3380], [-3.5043, -3.5041, -3.4132], [3.3355, -0.6034, -1.7815], [-0.5059, 5.0918, 0.6272], [0.8758, -1.1090, 3.9903], [4.5902, -1.1403, -1.9835], [-0.1208, 5.2402, -0.7168], [-2.2035, -0.9551, 2.0228], [-2.9921, 1.2968, 2.0059], [-2.7612, 1.3649, 0.6449], [1.2154, -2.3973, 3.6168], [-2.1872, 0.3055, -0.0445], [-2.3432, -3.5423, -2.6597], [-3.3395, -1.1156, -3.5085], [1.4524, -1.6787, 1.3419], [-1.9408, -0.8589, 0.6696], [5.5121, -1.1591, -0.9480], [-3.9776, -2.2867, -3.8725], [0.8733, -0.0910, 3.0572], [3.9097, -0.1147, 0.4993], [0.5095, 1.3748, -1.4181], [-2.5244, 1.5450, -2.4034], [1.7613, -3.6869, 1.9980], [-0.8542, 5.9488, 1.1853], [-3.0210, 2.2654, 0.1037], [-4.0393, -4.4159, -3.6383], [-2.8475, 0.0875, 3.7760], [-0.6851, 3.7048, 2.2596], [1.6335, -1.8988, 0.3015], [0.6108, -0.8979, 5.0141], [-0.7602, -2.4079, -1.7815], [-2.0031, -1.8805, 2.5469], [-1.5394, -1.7181, 0.1505], [4.8565, -1.5488, -2.9487], [5.8838, -0.6726, 1.1010], [2.6113, -0.5753, -2.5818], [-0.1564, 6.2003, -1.2063], [-3.7278, -0.1642, -3.8458], [-3.3994, 2.1540, 2.5237], [3.6529, 0.3008, 1.4617], [0.5447, 4.1407, -2.4415], [0.6411, 0.9260, 3.3272], [1.2447, -3.1834, 4.3563], [6.5071, -1.5444, -1.1178], [-1.9576, -4.4880, -2.3027], [-4.8644, -2.2492, -4.4904]],
  "forces_ev_per_angstrom": [[-0.51, -0.39, -0.11], [-0.90, 0.19, 1.11], [0.02, -0.62, 0.26], [0.89, 0.10, -0.72], [-0.05, -0.06, 0.13], [0.07, -0.76, 0.97], [-0.01, -0.05, 0.02], [-0.82, 0.22, -0.01], [0.01, -0.07, 0.09], [0.03, 0.81, -0.30], [0.56, 0.26, 0.00], [-0.13, 0.29, -0.10], [0.65, -0.27, -0.30], [0.41, 0.26, 0.03], [0.21, -0.05, 0.05], [-0.03, -0.09, -0.02], [-0.23, 0.19, 0.18], [0.04, -0.30, 0.22], [0.10, -0.13, 0.05], [0.16, -0.20, -0.05], [0.06, -0.21, -0.34], [0.02, -0.12, 0.13], [-0.14, 0.14, 0.11], [-0.14, 0.16, -0.19], [-0.03, -0.05, 0.10], [0.17, 0.01, -0.02], [0.01, -0.22, 0.04], [-0.04, 0.29, -0.05], [-0.12, 0.15, -0.04], [0.04, -0.23, -0.20], [0.05, 0.01, -0.14], [-0.18, -0.09, -0.04], [0.18, 0.22, -0.22], [-0.11, 0.19, -0.15], [0.26, 0.05, -0.37], [-0.06, 0.39, -0.27], [-0.03, -0.06, -0.07], [-0.03, 0.04, 0.06], [0.03, 0.18, 0.01], [0.01, -0.07, -0.07], [-0.07, 0.02, 0.06], [0.01, -0.01, 0.04], [-0.04, -0.12, 0.00], [0.03, 0.07, 0.14], [-0.01, -0.08, 0.08], [0.05, -0.04, 0.04], [0.08, -0.11, 0.06], [0.00, 0.02, -0.05], [0.02, 0.07, 0.04], [-0.05, 0.00, -0.18], [-0.01, -0.01, -0.09], [-0.13, 0.06, 0.00], [-0.08, 0.07, 0.05], [0.02, 0.05, 0.11], [-0.10, 0.16, -0.12], [-0.10, 0.00, 0.04], [-0.02, -0.09, 0.05], [0.04, -0.09, 0.02], [0.04, -0.06, -0.05], [-0.05, 0.00, -0.03]],
  "orbital_gap_ha": 0.2443,
  "total_charge": 0,
  "e_lumo_ev": -0.7,
  "homo_ha": -0.2686
}

***

no.,calculated total energy (eV)
1,-8807.5898
2,-76941.8300
3,-5689.5364
4,-92901.9911